Molecular formula: C52H104O26S13
Method: DFT, ωB97M-V/def2-TZVPD

Geometry (Å):
S  0.213  5.994  -0.441
S  -5.436  -1.269  -5.077
S  1.546  -1.581  -5.400
S  0.994  -7.283  3.083
S  -1.873  -3.643  5.334
S  3.231  -2.666  5.932
S  4.488  -1.172  0.030
S  -0.118  0.856  -0.923
S  2.640  3.076  2.835
S  4.233  3.032  -3.998
S  0.046  5.213  -6.743
S  -4.180  -4.614  0.024
S  -2.361  3.276  5.537
O  1.965  -8.348  3.057
O  -1.442  3.936  6.508
O  -2.831  -5.089  0.431
O  2.831  2.006  3.879
O  1.330  3.741  2.679
O  -0.708  -4.348  5.871
O  4.262  -1.925  6.678
O  1.254  1.362  -0.920
O  3.115  -4.124  5.982
O  -0.319  -7.389  3.779
O  1.672  -1.383  -3.941
O  5.194  2.015  -3.647
O  -6.796  -1.663  -4.598
O  5.490  -0.393  0.790
O  1.578  -2.907  -5.944
O  0.512  4.374  -7.860
O  3.392  2.852  -5.130
O  -5.140  -1.224  -6.526
O  -4.531  -4.553  -1.387
O  0.636  5.753  -1.841
O  -1.236  1.652  -1.370
O  -1.742  -2.518  4.449
O  3.134  -1.401  0.510
O  1.196  6.210  0.581
O  0.367  6.604  -6.632
O  -3.309  4.087  4.767
C  -0.487  -1.770  -0.273
C  0.117  -0.713  -6.148
C  -2.049  3.850  -5.903
C  -0.476  0.402  0.845
C  0.644  -6.944  1.214
C  -5.008  0.345  -4.322
C  -4.437  -3.588  5.894
C  -4.136  -2.265  -4.182
C  1.825  -1.647  3.802
C  -4.356  -4.826  5.097
C  -1.183  7.169  -0.300
C  -5.888  -3.451  1.633
C  -0.119  -0.879  -1.454
C  3.151  2.465  1.172
C  -3.146  -3.329  6.613
C  4.290  -0.601  -1.661
C  3.999  4.326  2.977
C  -1.403  2.403  4.278
C  -1.918  0.950  4.286
C  -0.894  4.592  0.106
C  1.743  -5.592  3.275
C  -5.337  -5.693  0.994
C  3.971  5.120  -2.235
C  -1.795  5.275  1.181
C  -1.190  -0.907  0.801
C  2.189  -0.113  -7.417
C  -2.094  6.765  0.786
C  5.157  4.618  -4.331
C  -3.092  1.769  6.296
C  -3.801  0.027  -3.456
C  1.190  -1.063  5.060
C  5.794  -2.521  -1.790
C  1.345  -4.691  2.064
C  5.232  -2.797  -0.460
C  -1.753  5.065  -6.748
C  1.460  -5.600  0.830
C  3.339  3.695  -2.476
C  4.369  5.741  -3.591
C  4.560  4.460  1.566
C  4.611  2.964  1.084
C  -6.491  -4.740  1.238
C  -2.958  -5.037  4.567
C  4.832  -1.714  -2.574
C  1.515  -1.975  6.274
C  0.791  0.297  -7.010
C  0.225  4.292  -5.088
C  -2.241  0.567  5.714
C  -4.739  -3.062  0.842
C  -3.914  -1.454  -2.922
C  -1.208  4.012  -4.615
C  2.882  -0.706  -6.276
C  3.241  -2.152  4.136
H  -5.834  0.670  -3.691
H  -1.435  4.264  -0.782
H  0.903  -1.191  -1.672
H  -3.007  -1.774  -2.409
H  -3.908  -2.719  1.458
H  -2.681  -5.060  3.513
H  5.545  4.924  1.621
H  5.269  2.370  1.719
H  -2.108  5.304  -7.751
H  5.406  -1.331  -3.418
H  -1.724  6.973  -1.226
H  -2.943  0.013  -4.128
H  -4.822  1.123  -5.063
H  6.678  -1.916  -1.590
H  -1.572  4.809  -3.966
H  -2.835  0.819  3.713
H  3.451  5.936  -4.146
H  1.705  -0.127  5.273
H  -3.158  6.747  0.553
H  -2.857  -2.397  7.098
H  -2.135  5.881  -6.135
H  -5.266  -3.600  6.601
H  -1.251  5.266  2.126
H  0.380  0.414  1.520
H  0.778  1.253  -6.487
H  -4.923  -6.192  1.870
H  -4.779  -2.802  5.220
H  -5.152  -4.910  4.358
H  4.447  -3.544  -0.581
H  6.178  -3.376  -2.347
H  1.007  -5.051  0.004
H  -1.088  -1.447  1.743
H  2.460  2.825  0.410
H  3.708  -2.935  3.539
H  -1.071  -2.625  -0.612
H  5.241  4.622  -5.418
H  2.818  -5.733  3.388
H  -0.445  -6.912  1.187
H  3.769  -1.306  -6.480
H  3.245  0.075  -5.609
H  -2.053  7.368  1.693
H  2.250  3.646  -2.480
H  -1.388  0.583  6.392
H  6.152  4.663  -3.887
H  0.253  0.378  -7.955
H  -0.950  8.232  -0.241
H  0.923  4.801  -4.423
H  -0.627  -0.377  -5.425
H  0.970  -7.848  0.699
H  4.950  6.654  -3.458
H  1.871  -0.878  3.031
H  1.629  -1.335  7.149
H  4.835  4.931  -1.598
H  3.962  5.006  0.837
H  -4.425  -3.313  -4.097
H  -1.234  0.243  3.818
H  -2.983  1.816  7.379
H  0.695  3.310  -5.142
H  -3.639  0.762  -2.667
H  -2.541  -5.974  4.936
H  0.279  -4.466  2.061
H  -1.705  2.943  -6.400
H  5.860  -3.073  0.387
H  -7.023  -4.799  0.288
H  3.984  -1.357  4.082
H  -2.676  4.672  1.400
H  -7.237  -5.046  1.972
H  -1.318  3.188  -3.911
H  -1.467  2.997  3.367
H  3.479  5.192  3.387
H  -2.243  -0.636  0.730
H  -4.714  -1.633  -2.204
H  -0.327  3.719  0.429
H  0.395  -2.303  0.082
H  -0.341  2.327  4.509
H  5.077  2.886  0.102
H  -1.072  1.195  1.297
H  4.790  0.355  -1.818
H  -0.667  -0.961  -2.393
H  0.970  -2.855  6.616
H  3.327  5.834  -1.721
H  -0.415  -1.454  -6.744
H  1.165  -2.470  3.529
H  -3.326  -2.331  -4.908
H  1.425  -5.218  4.248
H  -4.178  1.739  6.204
H  -4.875  -2.403  -0.016
H  3.996  -2.321  -2.920
H  -6.678  -2.703  1.555
H  -2.833  -0.349  5.730
H  -3.121  3.791  -5.716
H  -2.986  -4.125  7.340
H  2.028  -0.840  -8.213
H  -4.578  -5.671  5.748
H  3.251  -0.364  -1.889
H  1.891  -3.752  1.968
H  3.648  3.012  -1.684
H  2.748  0.710  -7.861
H  4.692  4.020  3.761
H  0.117  -0.872  5.033
H  -5.680  -3.410  2.703
H  2.484  -5.878  0.583
H  -5.576  -6.551  0.366
H  3.132  1.376  1.208

Summary:
LUMO level (alpha / beta): 1.45 / 1.45 eV
Net charge: -1
Multiplicity: 2